# 1
This record from OMol25 describes a 12-piece molecular cluster, C67H155Cl3O33 overall in a non-equilibrium geometry. The level of theory is ωB97M-V with the def2-TZVPD basis set.

Summary:
orbital gap = 9.36 eV
SMILES string = COCCOCCOC.COCCOCCOC.COCCOCCOC.COCCOCCOC.COCCOCCOC.COCCOCCOC.COCCOCCOC.COCCOCCOC.COCCOCCOC.COCCOCCOC.COCCOCCOC.ClC(Cl)Cl
LUMO = 0.17 eV

Structure (ORCA input):
```
! wB97M-V def2-TZVPD RIJCOSX def2/J DEFGRID3
* xyz 0 1
H 17.74 18.60 11.50
H 20.30 17.56 23.27
H 14.04 23.48 24.76
H 18.88 25.21 25.84
H 13.03 22.38 26.58
Cl 12.84 20.99 21.83
H 20.40 17.69 19.58
H 14.04 18.83 14.80
H 27.05 13.36 18.86
H 13.37 26.38 16.39
O 22.95 15.58 20.27
O 19.57 17.49 11.57
O 20.15 24.55 14.33
C 14.86 14.42 15.88
C 18.35 18.29 13.46
H 17.44 23.49 21.66
H 25.57 13.76 17.94
H 22.07 20.12 17.56
H 13.92 23.43 23.05
H 15.07 24.46 16.98
C 15.99 22.17 13.30
C 20.17 25.94 14.18
H 15.70 17.58 13.72
H 15.76 23.19 21.93
H 16.17 30.92 12.35
O 19.08 21.53 17.16
Cl 10.56 21.03 23.67
C 14.55 20.48 18.49
H 18.04 26.11 14.36
H 17.63 12.48 18.22
C 12.64 30.06 17.00
C 19.70 13.34 22.12
H 14.71 30.27 17.30
O 15.45 15.61 15.31
H 25.19 27.96 21.33
C 18.70 18.52 12.02
O 14.48 28.61 16.19
H 20.40 24.02 19.83
C 11.70 24.38 23.92
H 12.42 31.11 17.20
H 20.25 24.17 25.39
H 19.97 16.35 9.89
C 21.88 19.70 18.55
H 16.52 24.42 15.98
C 25.32 15.15 20.22
O 25.30 13.72 19.94
O 24.93 25.31 20.88
C 11.08 29.29 18.66
O 22.46 24.19 20.00
C 17.72 28.73 14.43
H 17.78 20.17 19.07
O 18.65 23.21 26.13
H 20.21 26.18 13.11
C 18.94 26.65 14.67
H 16.70 14.72 13.87
H 16.62 22.88 28.00
C 13.84 19.69 27.11
C 17.99 21.17 19.43
H 15.32 17.65 24.45
H 24.39 17.01 19.75
H 19.28 20.40 15.65
H 18.92 30.52 14.53
O 20.06 18.63 25.63
H 20.64 13.70 21.71
H 14.06 21.60 13.94
C 20.31 19.71 26.53
H 18.53 22.78 13.01
O 12.97 24.99 24.04
C 13.83 28.01 15.07
H 16.21 24.78 21.36
C 18.42 20.73 16.23
H 26.80 28.81 23.97
C 16.38 16.80 13.37
H 21.69 16.63 23.60
O 16.45 24.29 23.46
H 17.94 14.38 16.88
H 19.50 14.21 17.60
H 21.81 18.03 20.54
H 18.23 16.42 22.60
O 17.67 17.08 13.86
H 24.05 15.66 18.60
H 13.92 14.24 15.34
C 21.11 17.84 25.26
H 15.75 16.30 25.49
C 24.16 15.94 19.64
H 14.38 18.23 17.17
H 19.07 19.23 20.82
H 16.63 29.33 11.70
H 17.13 21.59 19.94
H 17.84 23.27 11.35
H 20.62 10.37 23.22
H 15.15 14.99 13.31
C 16.70 22.15 27.19
H 11.53 21.76 25.98
C 16.52 23.96 22.01
H 16.44 16.73 12.29
C 26.01 27.39 21.77
H 17.64 19.06 13.77
O 12.44 29.33 18.19
H 20.63 11.76 24.33
C 19.17 24.27 25.39
H 18.67 17.62 18.19
C 11.66 20.01 22.71
C 18.61 16.25 24.70
C 18.45 14.37 17.85
H 19.22 18.32 14.13
C 25.80 28.45 23.75
C 10.01 27.46 22.49
H 18.11 15.39 25.15
H 23.55 23.19 21.46
H 11.59 23.73 23.05
H 17.70 13.65 21.42
C 20.25 24.11 15.67
H 25.23 29.23 23.24
H 19.57 14.00 22.99
H 10.41 28.20 21.79
H 23.70 22.44 19.77
H 17.89 19.87 16.63
H 15.53 13.56 15.97
C 23.58 23.34 20.38
H 20.62 24.78 16.45
H 21.81 15.70 18.58
C 17.91 13.34 18.83
O 15.19 25.95 15.42
C 12.59 21.52 26.08
O 18.87 27.92 14.07
H 19.41 20.26 26.78
H 17.41 21.42 27.57
O 15.55 19.91 17.60
O 19.60 11.93 22.37
H 13.53 18.84 27.72
H 15.07 20.97 19.31
H 15.45 22.92 12.74
H 21.59 11.70 22.83
C 16.98 30.35 11.89
H 21.08 22.90 20.97
H 26.26 26.42 19.70
H 18.95 26.70 15.75
H 10.71 30.31 18.76
H 18.23 16.77 16.66
H 9.02 27.18 22.15
H 12.92 21.36 25.05
H 15.30 25.78 23.02
H 18.75 23.08 18.53
H 17.65 17.84 23.42
H 13.91 21.16 17.94
H 15.76 19.83 28.16
H 18.81 14.81 20.85
H 19.83 16.59 17.55
C 18.75 16.69 17.62
H 26.93 27.96 21.63
C 25.96 13.29 18.85
C 16.20 20.24 23.31
H 13.88 19.75 18.96
H 17.20 30.95 14.38
C 15.07 18.94 16.70
H 16.39 22.68 14.17
C 21.26 23.38 20.00
H 10.94 28.79 19.62
H 15.47 25.44 24.78
H 25.31 15.28 21.30
H 9.77 25.04 23.71
O 18.22 30.40 12.63
O 25.74 27.16 23.13
C 15.30 25.01 23.79
C 19.47 17.29 10.14
H 14.25 30.63 15.64
H 11.57 23.83 24.85
H 18.31 21.41 22.61
O 17.06 19.89 22.22
O 10.92 26.38 22.69
O 16.42 16.18 23.44
H 21.94 18.49 25.00
C 20.63 11.46 23.28
H 16.83 28.41 13.89
H 14.09 19.20 26.17
H 16.59 23.83 25.91
H 21.31 22.60 19.25
H 10.39 28.83 17.95
C 15.02 20.49 27.70
H 18.82 24.42 24.37
H 21.45 17.18 26.06
H 14.50 16.19 24.21
H 20.63 19.43 27.54
H 17.36 22.39 17.78
C 17.23 22.95 25.99
H 20.91 15.51 19.99
C 15.44 24.59 15.96
H 18.44 17.08 9.85
H 19.13 19.50 11.84
C 14.05 24.12 23.88
O 18.85 12.99 19.86
H 13.76 20.31 15.79
O 17.03 21.67 12.47
H 12.80 28.25 14.84
H 20.01 18.02 9.55
O 12.57 20.41 26.92
H 20.73 23.13 15.72
H 25.38 28.28 24.74
C 15.90 15.45 13.96
H 25.70 12.23 18.76
H 18.50 16.92 25.55
H 13.30 25.84 14.73
H 18.87 21.94 11.48
C 14.08 29.95 16.47
H 15.89 18.29 16.40
H 10.68 26.11 24.76
H 11.06 19.54 21.94
H 24.81 24.36 19.01
C 24.85 24.14 20.08
C 21.79 16.04 19.62
C 26.08 26.13 20.73
H 17.17 30.85 10.94
H 20.80 19.77 18.68
O 15.50 20.28 14.73
H 17.80 21.24 15.50
H 22.34 20.21 19.39
C 15.49 16.57 24.47
Cl 12.42 18.75 23.75
H 21.15 26.30 14.52
H 14.51 14.62 16.89
O 15.48 21.45 26.76
H 14.70 20.51 12.80
H 25.68 23.48 20.35
H 19.24 23.81 15.94
H 15.20 19.89 23.05
H 26.97 25.57 21.02
H 14.93 23.87 15.32
C 18.31 22.12 18.25
H 20.97 20.46 26.11
C 13.86 26.48 15.42
H 11.91 29.83 16.22
H 9.80 28.02 23.40
H 26.27 15.57 19.87
C 18.11 22.47 12.05
C 18.72 13.75 21.07
C 14.50 19.57 15.46
H 17.04 22.39 25.07
C 14.98 21.09 13.68
H 16.52 19.73 24.21
H 18.91 19.99 23.38
C 10.73 25.53 23.84
C 17.72 16.75 23.51
C 20.77 16.99 24.07
H 14.76 20.96 28.65
O 22.19 18.32 18.65
C 21.48 17.55 19.62
C 18.39 20.33 22.48
O 18.31 15.65 18.40
C 19.30 20.22 21.22
H 20.33 20.12 21.56
O 19.96 15.89 24.36
O 19.11 21.31 20.28
H 16.95 13.69 19.18
H 14.35 28.15 14.12
H 16.14 21.32 23.49
C 17.97 30.24 14.08
H 17.56 28.58 15.50
*
```

***

# 2
This record from OMol25 describes C14H27CdNO9 as an isolated structure in a non-equilibrium geometry. The level of theory is ωB97M-V with the def2-TZVPD basis set.

Summary:
orbital gap = 2.79 eV
LUMO = -3.85 eV

Structure (ORCA input):
```
! wB97M-V def2-TZVPD RIJCOSX def2/J DEFGRID3
* xyz 0 1
H -17.86 0.51 -2.70
H -16.97 -4.18 -0.24
N -15.40 -2.93 -0.84
H -16.45 1.58 -2.32
O -13.16 -4.35 -2.59
H -16.21 -2.21 -4.25
H -16.38 -3.75 -3.79
H -18.69 -2.22 -0.24
H -12.48 -4.57 -0.70
H -16.50 1.45 -4.84
C -16.71 -3.12 -0.19
O -16.92 -6.42 -1.67
H -14.84 -5.06 -0.57
C -18.99 -6.65 -7.16
H -15.17 0.67 -4.15
C -14.49 -4.03 -0.53
H -20.15 -2.39 -1.95
O -19.55 -7.14 -8.23
O -19.99 -8.32 -5.58
C -16.25 0.58 -4.23
H -17.45 -1.21 -1.12
H -11.65 -4.87 -3.95
H -15.99 -6.61 -1.60
H -19.60 -2.99 -3.53
C -17.81 -5.55 -4.82
O -17.13 -5.00 -3.94
C -11.96 -4.06 -3.29
O -18.13 -2.80 -2.03
H -18.26 -4.93 -8.20
Cd -16.88 -1.42 -6.82
H -11.10 -3.90 -2.64
H -17.00 -5.87 -2.44
H -12.60 -2.95 -1.11
H -18.53 -7.34 -3.82
H -14.96 -2.13 -0.42
H -19.32 -1.28 -2.87
C -17.76 -2.21 -0.81
C -19.35 -2.36 -2.68
H -15.61 -2.65 -2.94
H -16.26 -0.16 -2.36
H -16.61 -2.92 0.87
O -15.82 -2.97 -3.82
O -17.26 -3.60 -6.30
H -14.23 -3.98 0.53
O -16.65 -0.65 -4.88
C -19.21 -7.30 -5.83
C -18.34 -5.47 -7.27
C -16.79 0.67 -2.83
H -12.12 -3.12 -3.81
C -13.14 -3.89 -1.24
C -18.55 -6.83 -4.77
C -17.79 -4.76 -6.18
*
```

***

# 3
This record from OMol25 describes one molecule with the formula C4H6BF4N in a non-equilibrium geometry. The level of theory is ωB97M-V with the def2-TZVPD basis set.

Summary:
orbital gap = 9.47 eV
SMILES string = NB(F)CCC(F)=C(F)F
LUMO = 0.41 eV

Structure (ORCA input):
```
! wB97M-V def2-TZVPD RIJCOSX def2/J DEFGRID3
* xyz 0 1
H 2.57 -1.42 0.47
F -2.18 -1.00 -1.61
H 2.15 -0.37 1.68
B 2.02 0.46 -0.21
F -3.63 0.88 -0.31
H 0.23 1.34 0.72
H 0.17 -1.20 -0.92
F 2.84 0.94 -1.12
F -2.62 0.28 1.51
H -0.10 -1.00 0.79
C -2.64 0.25 0.22
N 2.60 -0.45 0.77
C -1.76 -0.40 -0.49
H 0.18 1.42 -1.09
C 0.47 0.82 -0.22
C -0.31 -0.55 -0.18
*
```